Entry 1:
This record from the OMol25 dataset describes C14H23BrF6N2O7PdS2Sb as an isolated structure. The level of theory is ωB97M-V with the def2-TZVPD basis set.

Structure (XYZ):
```
57
C14H23BrF6N2O7PdS2Sb ωB97M-V with the def2-TZVPD basis set
Pd -0.13 1.88 -0.08
O 2.71 2.77 5.36
C 1.96 2.67 4.28
C 0.59 2.93 4.24
C -0.09 2.78 3.06
N 0.54 2.41 1.93
C 1.85 2.18 1.99
Br 2.50 1.76 0.25
C 2.63 2.28 3.10
H 2.22 3.04 6.15
H 0.05 3.24 5.13
H -1.16 2.95 2.99
H 3.69 2.10 3.10
C 0.48 2.44 -3.26
O 0.33 3.04 -1.95
C -0.30 4.33 -2.02
C -0.34 4.85 -0.61
O -1.00 3.88 0.23
C -2.45 3.90 0.17
H 1.14 3.08 -3.85
H -0.49 2.34 -3.75
H 0.93 1.46 -3.13
H -1.30 4.22 -2.46
H 0.29 4.99 -2.66
H -0.88 5.80 -0.54
H 0.66 4.97 -0.20
H -2.80 4.85 0.58
H -2.81 3.08 0.80
H -2.81 3.77 -0.85
F -3.00 0.33 -1.60
C -2.73 -0.39 -0.52
F -2.94 0.37 0.56
F -3.43 -1.48 -0.49
S -0.88 -0.80 -0.59
O -0.33 0.23 -1.51
O -0.74 -2.17 -0.94
N -0.18 -0.26 0.76
S -0.68 -0.95 2.21
O -0.79 0.09 3.18
O -1.72 -1.87 1.92
C 0.86 -1.89 2.62
F 0.76 -2.35 3.84
F 1.90 -1.07 2.51
F 1.00 -2.89 1.75
C -1.24 -6.47 -1.65
Sb 0.64 -5.55 -1.91
C 0.70 -4.64 -3.81
C 2.15 -7.02 -1.79
H -1.45 -7.02 -2.57
H -2.01 -5.72 -1.48
H -1.18 -7.16 -0.81
H 0.36 -5.38 -4.54
H 1.72 -4.34 -4.04
H 0.03 -3.78 -3.82
H 1.79 -7.89 -2.33
H 2.33 -7.27 -0.75
H 3.06 -6.64 -2.25
```

Values from the calculation:
Expectation value of S² ... 6.01
Frontier orbital gap (spin up / spin down) ... 0.338 / 0.196 Eh
ΔE to the lowest compared entry with this formula, charge and spin ... 48.4 kJ/mol
Charge ... +3
Max |F| ... 0.01217 hartree/bohr
2S+1 ... 5

Entry 2:
This record from the OMol25 dataset describes C44H51BrOPSeSn as an isolated structure. The level of theory is ωB97M-V with the def2-TZVPD basis set.

Structure (XYZ):
```
100
C44H51BrOPSeSn ωB97M-V with the def2-TZVPD basis set
Sn -0.18 -1.42 0.93
C -0.34 -2.83 -4.93
C -1.17 -1.64 -4.51
C -1.73 -0.87 -5.54
C -2.56 0.20 -5.29
C -2.87 0.56 -3.98
C -2.30 -0.16 -2.95
C -1.45 -1.25 -3.19
P -0.84 -2.02 -1.67
C 0.79 -2.73 -2.10
C 1.61 -1.78 -2.74
C 2.88 -2.10 -3.17
C 3.37 -3.37 -2.94
C 2.60 -4.29 -2.24
C 1.32 -3.99 -1.78
C 0.58 -5.06 -1.01
C -1.98 -3.38 -1.29
C -2.49 -4.22 -2.28
C -3.27 -5.31 -1.93
C -3.52 -5.58 -0.60
C -3.04 -4.72 0.39
C -2.32 -3.58 0.05
C -2.03 -2.55 1.09
H -0.79 -3.29 -5.81
H -0.25 -3.59 -4.16
H 0.67 -2.52 -5.21
H -1.52 -1.15 -6.56
H -2.98 0.77 -6.11
H -3.53 1.38 -3.77
H -2.51 0.12 -1.92
H 1.21 -0.79 -2.94
H 3.48 -1.36 -3.68
H 4.36 -3.65 -3.28
H 3.00 -5.27 -2.03
H 1.28 -5.82 -0.68
H -0.18 -5.55 -1.62
H 0.08 -4.66 -0.13
H -2.28 -4.01 -3.32
H -3.67 -5.95 -2.71
H -4.10 -6.45 -0.32
H -3.28 -4.90 1.43
H -2.15 -2.88 2.11
H -2.59 -1.63 0.90
C -0.25 5.13 5.28
C -1.11 3.92 5.66
C -2.56 4.38 5.91
C -0.56 3.32 6.96
C -1.10 2.90 4.52
C -0.75 1.58 4.69
C -0.80 0.73 3.60
Br -0.29 -1.09 3.89
C -1.19 1.10 2.32
O -1.26 0.19 1.32
C -1.55 2.45 2.13
C -1.49 3.29 3.24
C -2.06 3.08 0.82
C -2.09 2.15 -0.40
C -1.17 4.28 0.46
C -3.51 3.56 1.06
H -0.22 5.84 6.11
H -0.64 5.65 4.41
H 0.78 4.81 5.06
H -2.59 5.07 6.75
H -3.20 3.52 6.14
H -2.97 4.89 5.03
H -0.55 4.09 7.73
H 0.46 2.95 6.83
H -1.19 2.50 7.32
H -0.44 1.19 5.65
H -1.78 4.32 3.10
H -1.10 1.77 -0.65
H -2.46 2.72 -1.25
H -2.75 1.31 -0.24
H -0.14 3.95 0.31
H -1.17 5.05 1.23
H -1.52 4.74 -0.47
H -4.14 2.72 1.34
H -3.91 4.00 0.14
H -3.56 4.30 1.85
C 6.30 1.33 -2.61
C 5.24 0.82 -1.67
C 4.16 1.62 -1.30
C 3.17 1.16 -0.44
C 2.03 2.07 -0.08
C 3.30 -0.14 0.07
Se 2.16 -0.64 1.51
C 4.36 -0.98 -0.30
C 4.54 -2.39 0.21
C 5.31 -0.47 -1.17
H 6.22 2.41 -2.76
H 6.20 0.85 -3.59
H 7.29 1.10 -2.24
H 4.09 2.63 -1.69
H 2.07 2.98 -0.67
H 2.07 2.35 0.98
H 1.06 1.59 -0.24
H 3.69 -2.74 0.78
H 5.43 -2.43 0.85
H 4.70 -3.07 -0.62
H 6.15 -1.10 -1.45
```

Values from the calculation:
Frontier orbital gap ... 0.244 Eh
ΔE to the lowest compared entry with this formula, charge and spin ... 91.2 kJ/mol
Charge ... +1
Max |F| ... 0.01813 hartree/bohr

Entry 3:
This record from the OMol25 dataset describes a 2-piece molecular cluster, C3H4ClF2NO4 overall at a distorted geometry. The level of theory is ωB97M-V with the def2-TZVPD basis set.

Structure (XYZ):
```
15
C3H4ClF2NO4 ωB97M-V with the def2-TZVPD basis set
O 0.22 0.97 -2.17
N 0.84 0.32 -1.36
O 0.54 -1.02 -1.21
C 1.58 0.72 -0.36
Cl 2.32 2.24 -0.68
C 2.43 -0.24 0.47
O 1.67 -1.11 1.21
F 3.14 0.54 1.36
F 3.25 -0.95 -0.30
H -0.28 -1.09 -1.70
H 2.23 -1.83 1.51
C -0.91 0.15 1.83
O -1.07 0.08 0.66
H -1.17 -0.61 2.57
H -0.65 1.03 2.35
```

Values from the calculation:
SMILES ... [O-]/[N+](O)=C(\Cl)C(O)(F)F.C=O
Frontier orbital gap ... 0.354 Eh
ΔE to the lowest compared entry with this formula, charge and spin ... 145.0 kJ/mol
Max |F| ... 0.04753 hartree/bohr

Entry 4:
This record from the OMol25 dataset describes a 2-piece molecular cluster, C23H43B2F3IN3O7PS overall at a distorted geometry. The level of theory is ωB97M-V with the def2-TZVPD basis set.

Structure (XYZ):
```
84
C23H43B2F3IN3O7PS ωB97M-V with the def2-TZVPD basis set
C -4.75 2.49 0.04
C -3.74 1.64 -0.92
P -2.54 0.48 0.00
C -3.13 -1.33 0.06
C -4.57 -1.63 -0.67
C -0.73 0.61 -0.71
B -0.86 -0.20 -2.17
N -1.99 0.12 -3.19
O 0.03 -1.30 -2.60
N -0.31 2.01 -1.06
C -0.49 3.07 -0.01
C -1.30 4.39 -0.64
C -0.53 5.07 -1.92
I -1.21 5.92 0.98
C 1.13 2.12 -1.55
C 2.20 1.18 -0.75
C 3.42 0.88 -1.85
C 3.05 -0.27 -2.96
C 4.25 -0.35 -4.12
S 3.88 1.12 -5.29
C 2.99 2.02 0.46
C 3.97 1.01 1.37
C 4.35 1.74 2.83
F 3.41 1.57 4.00
C 5.60 2.56 3.00
F 6.40 3.03 1.81
F 6.12 3.02 4.34
O 1.72 -0.14 -0.33
C 0.39 -0.12 0.30
O 0.45 0.49 1.64
C -0.38 -0.18 2.63
N -1.22 -0.69 3.49
O 0.06 -1.57 0.53
B 1.32 -2.39 0.38
O 2.28 -2.47 1.53
O 1.66 -3.17 -0.83
H -5.64 2.87 -0.65
H -5.24 1.73 0.79
H -4.25 3.42 0.56
H -3.09 2.30 -1.66
H -4.44 0.98 -1.64
H -3.27 -1.60 1.21
H -2.35 -2.12 -0.35
H -5.48 -1.05 -0.21
H -4.49 -1.33 -1.81
H -4.71 -2.81 -0.65
H -2.14 1.15 -3.26
H -2.86 -0.40 -2.95
H -0.04 -1.44 -3.59
H -0.91 2.31 -1.89
H 0.52 3.53 0.41
H -1.10 2.76 0.94
H -2.44 4.19 -0.80
H -1.07 6.04 -2.33
H -0.27 4.32 -2.79
H 0.52 5.45 -1.51
H 1.25 1.85 -2.71
H 1.56 3.24 -1.48
H 3.63 1.95 -2.34
H 4.43 0.56 -1.34
H 3.01 -1.32 -2.45
H 2.07 0.02 -3.55
H 5.33 -0.31 -3.67
H 4.02 -1.31 -4.77
H 4.87 2.11 -5.09
H 3.65 2.91 0.03
H 2.23 2.47 1.26
H 3.44 -0.01 1.63
H 4.97 0.88 0.77
H 1.78 -2.67 2.38
H 2.56 -3.63 -0.67
C -1.50 -4.46 4.05
C -1.35 -5.94 3.81
C -2.76 -6.36 3.47
O -3.38 -5.23 2.84
C -2.54 -4.08 3.02
H -0.57 -3.90 3.94
H -1.89 -4.29 5.06
H -0.69 -6.12 2.95
H -0.94 -6.48 4.67
H -3.34 -6.59 4.37
H -2.80 -7.22 2.80
H -2.08 -3.85 2.05
H -3.15 -3.23 3.33
```

Values from the calculation:
Frontier orbital gap ... 0.297 Eh
Charge ... +1
Max |F| ... 0.23388 hartree/bohr

Entry 5:
This record from the OMol25 dataset describes C24H26N4O5 in the gas phase at a distorted geometry. The level of theory is ωB97M-V with the def2-TZVPD basis set.

Structure (XYZ):
```
59
C24H26N4O5 ωB97M-V with the def2-TZVPD basis set
O -4.47 -2.82 -0.98
C -4.25 -1.81 -0.34
N -3.01 -1.39 -0.02
C -1.84 -2.03 -0.58
C -0.75 -0.98 -0.73
O -0.91 0.15 -0.29
N 0.40 -1.36 -1.34
C 0.73 -2.73 -1.69
C 1.56 -3.35 -0.61
C 2.87 -3.73 -0.57
C 3.11 -4.17 0.75
C 1.93 -4.04 1.42
O 0.98 -3.54 0.60
C 1.50 -0.41 -1.43
C 0.93 1.01 -1.74
O 0.37 1.20 -2.79
N 1.25 1.96 -0.85
C 0.69 3.30 -0.92
C -0.47 3.47 0.07
C 0.20 4.00 1.33
C 1.21 5.00 0.78
C 1.76 4.33 -0.49
C 2.42 -0.48 -0.25
C 3.80 -0.44 -0.43
C 4.63 -0.53 0.68
C 4.05 -0.65 1.93
N 2.74 -0.67 2.12
C 1.95 -0.58 1.06
C -5.33 -0.95 0.19
C -6.69 -1.10 0.09
C -7.25 0.01 0.76
C -6.19 0.75 1.21
O -5.03 0.18 0.87
H -2.85 -0.47 0.37
H -1.49 -2.83 0.09
H -2.12 -2.47 -1.54
H -0.19 -3.30 -1.85
H 1.30 -2.72 -2.62
H 3.57 -3.69 -1.37
H 4.03 -4.54 1.15
H 1.64 -4.24 2.43
H 2.06 -0.67 -2.33
H 1.56 1.67 0.07
H 0.37 3.43 -1.96
H -0.99 2.52 0.21
H -1.18 4.20 -0.32
H -0.51 4.47 2.01
H 0.71 3.20 1.86
H 2.01 5.23 1.49
H 0.71 5.93 0.53
H 1.94 5.06 -1.28
H 2.70 3.82 -0.29
H 4.22 -0.36 -1.42
H 5.71 -0.51 0.57
H 4.65 -0.73 2.83
H 0.89 -0.59 1.28
H -7.20 -1.90 -0.40
H -8.29 0.23 0.89
H -6.15 1.66 1.77
```

Values from the calculation:
SMILES ... O=C(NCC(=O)N(Cc1ccco1)[C@@H](C(=O)NC1CCCC1)c1cccnc1)c1ccco1
Frontier orbital gap ... 0.347 Eh
ΔE to the lowest compared entry with this formula, charge and spin ... 292.5 kJ/mol
Max |F| ... 0.02550 hartree/bohr

Entry 6:
This record from the OMol25 dataset describes a 5-piece molecular cluster, C2H13NO4 overall at a distorted geometry. The level of theory is ωB97M-V with the def2-TZVPD basis set.

Structure (XYZ):
```
20
C2H13NO4 ωB97M-V with the def2-TZVPD basis set
C 0.56 0.07 -1.28
N -0.39 -0.76 -1.44
C -1.69 -0.15 -1.71
H 1.58 -0.29 -1.32
H 0.28 1.11 -1.08
H -1.97 0.56 -0.94
H -2.43 -0.92 -1.54
H -1.86 0.16 -2.73
O 0.85 1.62 2.42
H 1.80 1.56 2.52
H 0.56 0.69 2.38
O -0.31 -1.01 1.76
H -0.66 -1.19 2.64
H 0.18 -1.75 1.40
O 0.71 3.04 -0.05
H 0.57 3.99 -0.02
H 0.73 2.71 0.87
O 0.80 -3.19 -0.37
H 0.40 -2.38 -0.73
H 0.29 -3.90 -0.78
```

Values from the calculation:
SMILES ... C=NC.O.O.O.O
Frontier orbital gap ... 0.379 Eh
ΔE to the lowest compared entry with this formula, charge and spin ... 111.8 kJ/mol
Max |F| ... 0.05010 hartree/bohr

Entry 7:
This record from the OMol25 dataset describes C16H13BrN4O2ReS3SbSe4 as an isolated structure at a distorted geometry. The level of theory is ωB97M-V with the def2-TZVPD basis set.

Structure (XYZ):
```
45
C16H13BrN4O2ReS3SbSe4 ωB97M-V with the def2-TZVPD basis set
Re -1.88 -0.58 -0.71
O 0.93 -3.90 0.69
C 1.65 -3.13 1.53
C 2.74 -3.74 2.16
C 3.53 -3.02 3.03
C 3.26 -1.68 3.30
C 2.19 -1.08 2.67
C 1.37 -1.78 1.78
C 0.25 -1.07 1.12
O -0.56 -1.78 0.36
N 0.12 0.20 1.30
N -0.99 0.72 0.63
C -1.27 1.94 0.95
S -2.66 2.76 0.34
C -2.07 4.40 0.83
C -1.35 4.26 2.16
S -0.25 2.82 2.06
H 0.18 -3.35 0.37
H 2.93 -4.78 1.95
H 4.37 -3.51 3.52
H 3.88 -1.12 3.98
H 1.96 -0.04 2.86
H -2.94 5.05 0.89
H -1.40 4.76 0.04
H -2.05 4.11 2.98
H -0.73 5.13 2.37
Se -3.13 5.08 -1.94
Sb -1.45 3.77 -3.00
Se -2.63 0.81 -2.33
Se -1.56 3.31 -5.33
Se 0.58 3.33 -1.78
Br -1.97 -2.76 -2.40
C -0.30 -1.92 -2.76
C 0.60 -2.35 -3.70
C 1.74 -1.56 -3.86
C 1.92 -0.43 -3.09
C 0.95 -0.09 -2.16
N -0.15 -0.84 -2.01
H 0.42 -3.23 -4.29
H 2.48 -1.84 -4.60
H 2.78 0.21 -3.21
H 1.00 0.81 -1.55
S -5.10 -1.76 2.64
C -4.06 -1.27 1.51
N -3.31 -0.91 0.68
```

Values from the calculation:
Expectation value of S² ... 0.76
Frontier orbital gap (spin up / spin down) ... 0.221 / 0.229 Eh
ΔE to the lowest compared entry with this formula, charge and spin ... 28.0 kJ/mol
Charge ... -1
Max |F| ... 0.01956 hartree/bohr
2S+1 ... 2

Entry 8:
This record from the OMol25 dataset describes C6H4AsO6S6Tc as an isolated structure. The level of theory is ωB97M-V with the def2-TZVPD basis set.

Structure (XYZ):
```
24
C6H4AsO6S6Tc ωB97M-V with the def2-TZVPD basis set
Tc 0.37 0.63 0.16
O -1.30 1.68 -2.91
S -2.04 0.78 -2.13
O -3.36 0.93 -1.67
O -1.18 1.05 -0.36
C -1.65 -0.91 -2.45
C -2.77 -1.65 -2.77
C -2.63 -2.93 -3.30
C -1.38 -3.46 -3.50
C -0.24 -2.74 -3.13
C -0.35 -1.47 -2.61
S 1.15 -0.83 -1.94
O 1.08 0.66 -1.84
O 2.27 -1.42 -2.54
O 1.01 -1.13 -0.40
H -3.76 -1.22 -2.65
H -3.52 -3.49 -3.55
H -1.26 -4.45 -3.93
H 0.74 -3.18 -3.24
S 2.77 2.26 4.43
As 1.39 1.96 2.83
S 1.69 2.34 0.64
S 0.30 0.09 2.32
S 0.87 3.37 4.36
```

Values from the calculation:
Frontier orbital gap ... 0.221 Eh
ΔE to the lowest compared entry with this formula, charge and spin ... 0.0 kJ/mol
Charge ... +2
Max |F| ... 0.01814 hartree/bohr

Entry 9:
This record from the OMol25 dataset describes C17H24ClN3O3 in the gas phase. The level of theory is ωB97M-V with the def2-TZVPD basis set.

Structure (XYZ):
```
48
C17H24ClN3O3 ωB97M-V with the def2-TZVPD basis set
C -4.99 -1.44 -0.27
C -3.52 -1.62 0.10
O -2.71 -0.55 -0.39
C -2.74 0.59 0.35
O -3.37 0.70 1.37
N -2.03 1.58 -0.23
C -1.13 1.38 -1.34
C 0.31 1.29 -0.84
C 0.69 2.56 -0.05
N 2.01 2.56 0.55
C 3.16 2.41 -0.33
C 3.97 1.13 -0.06
N 3.19 -0.08 -0.24
C 2.60 -0.72 0.80
O 2.73 -0.37 1.95
C 1.82 -1.94 0.39
C 2.38 -2.86 -0.49
C 1.70 -4.01 -0.84
C 0.45 -4.26 -0.30
C -0.12 -3.36 0.58
C 0.56 -2.20 0.93
Cl -0.19 -1.09 2.01
C -0.33 2.76 1.08
C -1.76 2.78 0.53
H -5.09 -1.33 -1.35
H -5.56 -2.30 0.06
H -5.38 -0.55 0.21
H -3.41 -1.68 1.18
H -3.11 -2.52 -0.37
H -1.41 0.47 -1.87
H -1.23 2.24 -2.01
H 0.98 1.15 -1.69
H 0.40 0.42 -0.18
H 0.65 3.41 -0.73
H 2.06 1.89 1.31
H 2.84 2.43 -1.38
H 3.84 3.26 -0.17
H 4.84 1.09 -0.71
H 4.29 1.13 0.98
H 2.96 -0.35 -1.18
H 3.37 -2.67 -0.89
H 2.15 -4.72 -1.52
H -0.08 -5.16 -0.56
H -1.09 -3.55 1.01
H -0.24 1.94 1.79
H -0.11 3.69 1.60
H -2.48 2.83 1.35
H -1.90 3.65 -0.13
```

Values from the calculation:
SMILES ... CCOC(=O)N1CCC(NCCNC(=O)c2ccccc2Cl)CC1
Frontier orbital gap ... 0.335 Eh
ΔE to the lowest compared entry with this formula, charge and spin ... 39.6 kJ/mol
Max |F| ... 0.00998 hartree/bohr

Entry 10:
This record from the OMol25 dataset describes a 4-piece molecular cluster, C3H11N2O3 overall at a distorted geometry. The level of theory is ωB97M-V with the def2-TZVPD basis set.

Structure (XYZ):
```
19
C3H11N2O3 ωB97M-V with the def2-TZVPD basis set
C -1.47 1.25 2.00
C -1.25 1.10 0.65
N -0.42 0.05 0.56
C -0.15 -0.57 1.70
N -0.74 0.23 2.61
H -1.98 1.94 2.62
H -1.59 1.68 -0.19
H -0.15 -0.45 -0.28
H 0.45 -1.43 1.86
H -0.73 0.08 3.61
H 2.13 -1.82 -0.80
H 1.45 -2.86 0.04
O 1.32 -1.96 -0.28
H 2.36 0.99 -2.46
H 2.42 2.43 -1.85
O 1.81 1.70 -2.09
H -0.50 -0.64 -2.18
H -1.56 -0.82 -3.24
O -1.41 -0.92 -2.30
```

Values from the calculation:
Frontier orbital gap ... 0.413 Eh
ΔE to the lowest compared entry with this formula, charge and spin ... 103.3 kJ/mol
Charge ... +1
Max |F| ... 0.06316 hartree/bohr

DFT total energy for every record listed, in sequence, given in eV: -150205.3256; -199008.1901; -30808.5909; -81064.3096; -41508.2168; -11964.3081; -399463.7256; -146601.1523; -41155.3449; -12406.0678.